# C34H40F5N12O4P2Sr

A structure of composition C34H40F5N12O4P2Sr in a non-equilibrium geometry (ωB97M-V with the def2-TZVPD basis set, OMol25).

Atoms and positions in Å:
Sr: -1.651398 0.151802 0.833657
C: 3.068854 3.381313 3.457756
N: 1.772676 2.719645 3.294677
C: 1.198287 2.247806 2.190158
N: 0.061795 1.650968 2.479029
C: 0.001053 1.777659 3.830883
N: 1.012546 2.409988 4.378854
C: 4.221271 2.412242 3.421579
C: 4.949275 2.103231 4.560728
C: 5.984478 1.173878 4.501075
C: 6.286811 0.536625 3.310492
C: 5.553557 0.842665 2.166964
C: 4.538262 1.782244 2.225786
C: 5.828836 0.151346 0.901099
N: 6.695219 -0.748488 0.627551
N: 6.482647 -1.089569 -0.734159
C: 5.514941 -0.354601 -1.128578
O: 5.037383 0.465506 -0.159448
C: 4.846675 -0.312779 -2.436534
C: 5.322281 -1.099210 -3.478956
C: 4.668288 -1.072734 -4.700430
C: 3.538284 -0.283255 -4.874368
C: 3.060058 0.503528 -3.831945
C: 1.846708 1.372151 -4.066554
N: 1.069463 1.638210 -2.857632
C: 0.723079 0.824611 -1.862967
N: 0.004330 1.475101 -0.965340
C: -0.068927 2.728816 -1.484529
N: 0.563732 2.884907 -2.626969
C: 3.730718 0.492848 -2.617948
H: 3.015312 3.897353 4.411704
H: 3.159083 4.123804 2.665562
H: 1.595997 2.406175 1.201069
H: -0.823314 1.422197 4.430877
H: 4.707214 2.585608 5.500774
H: 6.550309 0.940886 5.393556
H: 7.081384 -0.196325 3.254482
H: 3.985582 2.019847 1.324512
H: 6.192351 -1.723435 -3.321372
H: 5.035598 -1.676441 -5.520324
H: 3.032035 -0.274065 -5.834049
H: 1.198648 0.909225 -4.812018
H: 2.127936 2.352178 -4.446957
H: 1.019215 -0.212821 -1.818253
H: -0.582691 3.535781 -0.989620
H: 3.389253 1.112443 -1.799295
C: -4.275383 -3.400810 -2.770077
N: -4.202763 -2.111441 -2.071276
C: -5.413914 -1.281583 -2.195045
P: -2.796456 -1.476754 -1.612670
O: -2.990491 -0.217671 -0.814562
O: -2.045069 -2.690616 -0.759048
P: -1.554032 -2.495471 0.783188
O: -0.309652 -1.663079 0.787992
N: -1.474197 -4.014965 1.336987
C: -0.332779 -4.794217 0.768026
C: -1.589978 -4.243574 2.799483
N: -2.824596 -1.629808 1.504579
C: -2.502362 -0.985822 2.828799
C: -4.274799 -1.989493 1.325769
N: -1.706374 -1.196394 -2.789846
C: -2.025323 -0.049967 -3.665081
C: -1.084402 -2.302314 -3.534070
H: -5.120349 -3.971457 -2.385637
H: -3.374302 -3.988971 -2.608200
H: -4.414959 -3.255097 -3.842910
H: -6.256448 -1.802307 -1.739003
H: -5.642354 -1.101878 -3.246967
H: -5.278447 -0.328268 -1.691118
H: -0.295019 -4.677985 -0.313349
H: -0.505724 -5.844552 0.991038
H: 0.619449 -4.480137 1.195493
H: -2.537065 -3.862379 3.174393
H: -0.761133 -3.810005 3.361232
H: -1.587647 -5.320079 2.954849
H: -1.412098 -0.839078 2.897129
H: -2.803860 -1.602708 3.669893
H: -3.027355 -0.012531 2.910840
H: -4.398011 -2.678129 0.496552
H: -4.832946 -1.078064 1.127635
H: -4.649295 -2.461285 2.231644
H: -2.309505 0.818306 -3.076354
H: -2.823418 -0.287553 -4.374787
H: -1.127670 0.202538 -4.228584
H: -0.795122 -3.106690 -2.862762
H: -0.181526 -1.925065 -4.014852
H: -1.741949 -2.700322 -4.311966
F: -4.375509 1.130424 1.221694
C: -3.888842 2.469403 1.351342
C: -2.572861 2.675833 1.140974
C: -2.160621 3.955576 1.348906
F: -0.841140 4.321726 1.174894
C: -3.005572 4.981626 1.723975
F: -2.572185 6.234611 1.911127
C: -4.350348 4.698110 1.917494
F: -5.190757 5.667847 2.292731
C: -4.816767 3.408177 1.735760
F: -6.111173 3.125484 1.949166

Cartesian forces, eV/Å:
3.037 9.149 -0.280
-0.203 0.041 -0.003
0.065 -0.052 0.455
0.058 0.270 -0.254
-0.032 -0.613 0.281
-0.084 0.029 0.235
0.147 0.039 -0.524
-0.028 -0.131 -0.029
0.043 -0.026 0.035
-0.023 0.022 -0.004
0.045 -0.009 0.053
0.168 -0.206 -0.138
-0.096 0.091 -0.057
-0.313 0.387 0.276
0.065 -0.361 -0.740
0.337 0.027 0.780
-0.450 0.237 -0.339
0.082 -0.081 0.026
0.232 -0.101 0.160
0.002 -0.053 -0.100
0.009 0.008 0.024
0.024 -0.043 -0.001
-0.004 -0.056 -0.026
-0.096 0.057 0.160
0.058 0.433 -0.188
0.059 -0.177 -0.010
-0.057 -0.420 -0.023
-0.006 0.287 -0.068
0.075 -0.532 0.108
-0.069 0.111 0.039
0.025 0.050 0.009
0.002 0.026 -0.008
-0.008 -0.059 -0.005
0.025 -0.002 -0.027
0.011 -0.019 -0.025
-0.012 0.011 -0.017
-0.022 0.021 -0.003
0.013 0.006 0.032
-0.020 0.025 -0.008
-0.016 0.020 0.020
0.002 -0.014 0.043
-0.006 -0.006 -0.040
0.021 0.043 0.002
-0.028 0.035 0.021
-0.018 0.000 -0.012
-0.006 -0.009 -0.009
0.004 0.149 0.073
-0.606 -0.384 -0.251
0.108 -0.069 0.080
0.348 0.787 0.700
-1.385 -1.779 -2.811
-0.644 0.751 0.298
-0.539 -1.382 -0.555
-0.060 -1.731 0.221
0.708 -0.664 0.360
-0.411 0.080 0.013
-0.200 0.018 -0.355
-0.787 -2.909 1.663
-0.473 -0.691 0.325
0.769 0.111 0.267
0.468 -0.259 -0.724
0.051 -0.063 0.125
-0.015 0.117 0.097
-0.030 -0.003 0.015
0.041 0.034 0.038
-0.009 -0.003 -0.023
-0.003 -0.034 0.004
-0.001 0.001 -0.012
0.065 -0.023 0.026
-0.033 0.050 -0.005
-0.001 -0.009 -0.008
0.016 0.028 0.045
-0.001 0.062 -0.042
0.061 0.039 -0.007
-0.007 -0.001 0.014
-0.366 -0.172 0.437
-0.063 -0.076 0.002
0.147 -0.407 -0.083
0.110 -0.033 -0.065
0.027 0.039 -0.001
-0.004 -0.057 0.063
-0.027 -0.017 0.094
0.006 -0.012 -0.025
-0.001 -0.011 -0.002
-0.027 -0.001 0.046
0.014 0.005 0.004
-0.008 0.007 -0.017
0.114 0.507 0.132
-0.427 -0.705 0.067
0.360 -0.466 -0.178
0.275 0.545 -0.040
-0.228 -0.175 0.021
-0.102 0.164 0.070
-0.019 -0.083 -0.014
-0.118 0.184 0.080
0.049 -0.058 -0.033
-0.269 0.147 0.089
0.112 -0.002 -0.040

Results
- Energy: -3490.364389 hartree
- Total charge: +1
- E_HOMO: -0.3830 hartree
- Relative energy (zero: lowest compared OMol25 entry of this formula, charge and spin): 79.7 kcal per mole
- Gap between HOMO and LUMO: 8.3 eV

Population analysis type Mulliken, resulting atomic charges in e: atom 1 (Sr): 1.17, atom 2 (C): -1.49, atom 3 (N): 1.14, atom 4 (C): -0.95, atom 5 (N): 0.56, atom 6 (C): -0.77, atom 7 (N): -0.96, atom 8 (C): 1.05, atom 9 (C): -0.74, atom 10 (C): -0.72, atom 11 (C): -0.99, atom 12 (C): -0.08, atom 13 (C): 0.14, atom 14 (C): 0.66, atom 15 (N): -0.49, atom 16 (N): -0.48, atom 17 (C): 0.55, atom 18 (O): -0.21, atom 19 (C): 0.02, atom 20 (C): -0.94, atom 21 (C): -0.72, atom 22 (C): -0.93, atom 23 (C): 1.04, atom 24 (C): -1.05, atom 25 (N): 1.15, atom 26 (C): -0.97, atom 27 (N): 0.88, atom 28 (C): -0.89, atom 29 (N): -1.13, atom 30 (C): -0.30, atom 31 (H): 0.45, atom 32 (H): 0.33, atom 33 (H): 0.64, atom 34 (H): 0.47, atom 35 (H): 0.42, atom 36 (H): 0.41, atom 37 (H): 0.53, atom 38 (H): 0.50, atom 39 (H): 0.54, atom 40 (H): 0.41, atom 41 (H): 0.48, atom 42 (H): 0.38, atom 43 (H): 0.35, atom 44 (H): 0.59, atom 45 (H): 0.49, atom 46 (H): 0.86, atom 47 (C): -1.04, atom 48 (N): 0.63, atom 49 (C): -0.93, atom 50 (P): 0.55, atom 51 (O): -1.24, atom 52 (O): -0.43, atom 53 (P): 0.70, atom 54 (O): -0.91, atom 55 (N): 0.15, atom 56 (C): -1.01, atom 57 (C): -0.84, atom 58 (N): 0.51, atom 59 (C): -1.72, atom 60 (C): -1.31, atom 61 (N): 0.94, atom 62 (C): -1.08, atom 63 (C): -0.94, atom 64 (H): 0.34, atom 65 (H): 0.28, atom 66 (H): 0.31, atom 67 (H): 0.32, atom 68 (H): 0.33, atom 69 (H): 0.23, atom 70 (H): 0.23, atom 71 (H): 0.43, atom 72 (H): 0.35, atom 73 (H): 0.24, atom 74 (H): 0.34, atom 75 (H): 0.38, atom 76 (H): 0.72, atom 77 (H): 0.40, atom 78 (H): 0.39, atom 79 (H): 0.39, atom 80 (H): 0.08, atom 81 (H): 0.43, atom 82 (H): 0.27, atom 83 (H): 0.34, atom 84 (H): 0.27, atom 85 (H): 0.25, atom 86 (H): 0.32, atom 87 (H): 0.28, atom 88 (F): -0.14, atom 89 (C): 0.75, atom 90 (C): 0.17, atom 91 (C): 0.24, atom 92 (F): -0.40, atom 93 (C): -0.39, atom 94 (F): -0.31, atom 95 (C): 0.98, atom 96 (F): -0.32, atom 97 (C): -0.65, atom 98 (F): -0.31


# C34H40KN7S

A structure of composition C34H40KN7S in a non-equilibrium geometry (ωB97M-V with the def2-TZVPD basis set, OMol25).

Atoms and positions in Å:
K: 0.439366 -0.192839 -1.655457
C: -1.216588 0.955107 1.063594
C: -2.150928 0.786702 -0.134428
C: -2.549059 -0.685151 -0.341463
N: -1.352944 -1.443036 -0.628279
C: -1.342046 -2.729476 -0.691198
C: -2.500834 -3.582789 -0.591161
C: -2.586547 -4.902242 -0.195876
C: -1.595709 -5.750751 0.311180
C: -0.224837 -5.460131 0.363344
C: 0.494667 -4.436994 -0.218785
C: 0.019270 -3.317348 -0.999334
N: 0.686365 -2.692543 -1.919885
C: 1.995908 -3.188235 -2.304713
C: 3.160368 -2.575376 -1.491788
C: 3.694260 -1.220625 -2.014801
N: 2.931421 -0.064163 -1.563701
C: 3.346876 0.575571 -0.519054
C: 4.449967 0.193329 0.342772
C: 5.323671 1.010113 1.039238
C: 5.440411 2.403549 1.050553
C: 4.557079 3.298361 0.422266
C: 3.308968 3.077324 -0.108726
C: 2.561012 1.831025 -0.179694
N: 1.283753 1.690718 -0.108978
C: 0.388622 2.790477 0.180906
C: -0.668274 2.379453 1.230867
H: -0.372024 0.267828 0.950329
H: -1.758682 0.667989 1.974551
H: -1.650959 1.131094 -1.048291
H: -3.046560 1.398218 -0.010400
H: -3.258861 -0.734958 -1.179080
H: -3.076576 -1.058227 0.551599
H: -3.433469 -3.096640 -0.861408
H: -3.590429 -5.319112 -0.209011
H: -1.912939 -6.712115 0.699307
H: 0.382429 -6.195036 0.887191
H: 1.569132 -4.475517 -0.076284
H: 2.146420 -2.933248 -3.359123
H: 2.052625 -4.279889 -2.223168
H: 3.992484 -3.288550 -1.490146
H: 2.839631 -2.449256 -0.452389
H: 3.657563 -1.228683 -3.110521
H: 4.747512 -1.131024 -1.728024
H: 4.610786 -0.875215 0.437589
H: 6.073510 0.475928 1.619231
H: 6.297657 2.825870 1.563506
H: 4.884575 4.333776 0.409926
H: 2.793706 3.940785 -0.513054
H: -0.131747 3.060831 -0.748490
H: 0.899881 3.687812 0.542502
H: -1.492121 3.099700 1.191816
H: -0.208688 2.466888 2.221612
C: -0.181360 -2.010575 3.185888
N: 0.878919 -1.033836 3.306557
C: 0.582439 0.363394 3.585053
C: 1.883481 1.083524 3.202152
N: 2.798709 -0.029151 2.938817
C: 2.156091 -1.220070 2.882223
S: 2.825832 -2.685067 2.424784
H: -0.683700 -2.159791 4.146471
H: 0.253553 -2.952232 2.859956
H: -0.915311 -1.689525 2.442114
H: 0.336489 0.499366 4.641869
H: -0.266384 0.701403 2.989927
H: 2.263833 1.703890 4.011346
H: 1.765586 1.707763 2.314812
H: 3.565021 0.110122 2.302276
C: -2.430601 2.115991 -3.566749
C: -3.519962 2.572860 -2.874127
C: -3.428593 3.587853 -1.836121
C: -4.523174 4.053075 -1.168223
C: -5.830985 3.576885 -1.443339
C: -5.950382 2.569008 -2.436044
C: -4.869637 2.090342 -3.114676
C: -6.968581 4.079078 -0.754306
N: -7.899964 4.491049 -0.199537
H: -1.436891 2.511815 -3.379515
H: -2.527388 1.362752 -4.342402
H: -2.444503 3.975242 -1.589291
H: -4.400949 4.805074 -0.397523
H: -6.936759 2.177648 -2.650279
H: -5.003869 1.312830 -3.859285

Cartesian forces, eV/Å:
-0.206 0.909 -1.104
-0.214 0.293 -0.378
0.101 -0.371 0.119
0.022 0.152 -0.031
-0.698 -0.456 0.430
-0.043 -0.180 0.190
0.075 -0.005 -0.086
0.247 0.077 0.155
0.017 0.088 -0.053
-0.096 0.087 -0.255
-0.089 -0.010 0.081
-0.106 -0.213 -0.230
0.165 -0.532 0.088
0.042 0.056 0.306
-0.135 0.191 -0.153
-0.101 -0.117 0.225
0.809 -0.126 0.219
0.177 0.229 -0.233
0.031 0.143 -0.049
-0.073 0.063 -0.267
-0.060 0.013 -0.024
-0.004 -0.283 0.192
-0.114 -0.114 -0.011
0.200 0.091 -0.046
0.273 0.195 0.177
-0.133 -0.122 0.009
0.039 -0.099 -0.115
-0.128 -0.024 0.135
-0.103 0.012 -0.175
-0.295 0.137 0.091
0.021 0.072 -0.064
-0.032 -0.028 0.046
-0.008 -0.054 -0.006
0.012 0.000 0.057
-0.043 0.004 -0.001
-0.012 0.016 0.028
0.017 0.001 0.003
-0.045 0.027 0.005
0.010 -0.031 -0.046
-0.039 -0.094 -0.005
-0.009 0.018 -0.009
0.104 -0.081 -0.019
-0.010 -0.026 0.006
0.080 0.044 -0.006
-0.014 0.017 0.009
0.003 -0.013 -0.001
-0.020 -0.003 -0.029
-0.010 0.077 -0.014
-0.039 0.026 0.048
0.050 0.023 0.035
0.054 0.100 -0.005
0.021 0.000 0.036
-0.117 0.151 -0.095
0.089 0.021 0.065
0.067 -0.148 -0.284
0.043 -0.023 0.068
0.153 -0.215 -0.062
-0.308 0.086 0.323
-0.522 0.028 0.247
0.125 0.146 0.008
0.009 0.039 0.003
0.003 -0.011 -0.025
0.018 0.005 -0.008
0.011 -0.031 0.096
0.307 -0.191 0.406
0.014 0.053 0.075
0.040 -0.103 0.066
0.308 -0.021 -0.153
-0.025 -0.022 0.027
0.031 0.083 -0.053
-0.084 -0.091 -0.069
-0.047 -0.068 -0.075
-0.120 0.032 0.108
0.090 0.118 0.074
0.087 0.034 0.101
0.318 -0.144 -0.200
-0.025 0.017 0.018
-0.051 0.027 0.017
-0.032 0.041 0.072
-0.020 0.007 0.000
0.033 0.055 0.027
-0.070 -0.060 -0.049
-0.018 0.006 -0.004

Results
- Energy: -2700.973916 hartree
- Total charge: -2
- E_HOMO: -0.0377 hartree
- Relative energy (zero: lowest compared OMol25 entry of this formula, charge and spin): 22.4 kcal per mole
- Gap between HOMO and LUMO: 5.0 eV

Population analysis type Mulliken, resulting atomic charges in e: atom 1 (K): 0.61, atom 2 (C): -0.37, atom 3 (C): -0.11, atom 4 (C): -1.53, atom 5 (N): 0.34, atom 6 (C): -0.17, atom 7 (C): -0.96, atom 8 (C): -0.12, atom 9 (C): -0.54, atom 10 (C): -0.47, atom 11 (C): -0.45, atom 12 (C): 1.31, atom 13 (N): -0.85, atom 14 (C): -1.42, atom 15 (C): 0.88, atom 16 (C): -1.42, atom 17 (N): -0.85, atom 18 (C): 1.51, atom 19 (C): -0.98, atom 20 (C): 0.39, atom 21 (C): -0.72, atom 22 (C): -0.18, atom 23 (C): -1.48, atom 24 (C): 0.17, atom 25 (N): 0.35, atom 26 (C): -1.22, atom 27 (C): -1.48, atom 28 (H): -0.02, atom 29 (H): 0.87, atom 30 (H): -0.26, atom 31 (H): 0.39, atom 32 (H): 0.57, atom 33 (H): 0.43, atom 34 (H): 0.29, atom 35 (H): 0.30, atom 36 (H): 0.29, atom 37 (H): 0.31, atom 38 (H): 0.31, atom 39 (H): 0.51, atom 40 (H): 0.41, atom 41 (H): 0.40, atom 42 (H): -0.55, atom 43 (H): 0.49, atom 44 (H): 0.41, atom 45 (H): 0.36, atom 46 (H): 0.27, atom 47 (H): 0.29, atom 48 (H): 0.32, atom 49 (H): 0.39, atom 50 (H): 0.54, atom 51 (H): 0.56, atom 52 (H): 0.48, atom 53 (H): 0.61, atom 54 (C): -0.78, atom 55 (N): 0.04, atom 56 (C): -0.10, atom 57 (C): 0.19, atom 58 (N): -0.24, atom 59 (C): 0.39, atom 60 (S): -0.46, atom 61 (H): 0.28, atom 62 (H): 0.26, atom 63 (H): 0.11, atom 64 (H): 0.40, atom 65 (H): -0.20, atom 66 (H): 0.30, atom 67 (H): -0.46, atom 68 (H): 0.03, atom 69 (C): -1.54, atom 70 (C): 1.25, atom 71 (C): -0.45, atom 72 (C): -0.44, atom 73 (C): 0.27, atom 74 (C): -0.46, atom 75 (C): -0.80, atom 76 (C): 0.18, atom 77 (N): -0.71, atom 78 (H): 0.34, atom 79 (H): 0.23, atom 80 (H): 0.15, atom 81 (H): 0.38, atom 82 (H): 0.39, atom 83 (H): 0.30